# C5H10O

An isolated molecule of C5H10O (wB97M-V/def2-TZVPD, the OMol25 dataset).

The HOMO energy is -9.08 eV. As for the energy: -271.6478 Eh. As for the molecular weight: 86.13 g/mol. The value obtained for the lowest unoccupied orbital energy is 1.1 eV. The orbital gap is 10.172 eV.

```
16
C5H10O wB97M-V/def2-TZVPD
H 2.285 -1.043 -0.040
H -0.077 1.637 1.206
C 0.720 0.890 1.144
H -1.974 1.034 0.567
C 0.467 -0.109 0.101
H -2.862 0.106 -0.663
H 0.774 0.381 2.117
H -2.460 -0.646 0.881
H 1.663 1.438 1.034
H 1.449 -1.580 -1.474
C -2.095 0.049 0.115
O -0.098 0.488 -1.243
H -0.931 -1.430 -0.939
C 1.644 -0.691 -0.870
H 2.308 -0.066 -1.485
C -0.814 -0.457 -0.452
```

---

# C26H28N2O8

An isolated molecule of C26H28N2O8 (wB97M-V/def2-TZVPD, the OMol25 dataset).

The HOMO energy is -9.17 eV. As for the energy: -1718.9750 Eh. As for the molecular weight: 496.52 g/mol. The value obtained for the lowest unoccupied orbital energy is -0.5 eV. The orbital gap is 8.641 eV.

```
64
C26H28N2O8 wB97M-V/def2-TZVPD
N -0.800 1.900 3.340
H 0.695 3.575 -0.031
H -1.240 2.548 3.977
C -2.303 -2.694 -0.261
C 2.622 3.801 1.901
O 2.953 -4.429 -8.158
H -1.661 -2.085 3.311
O -3.602 1.661 3.302
C 0.713 4.555 0.437
H 3.327 4.419 1.352
H -0.899 0.115 2.349
H -1.922 -2.237 5.048
C 1.030 -2.779 -3.976
O 0.451 1.774 1.456
C 2.350 -4.663 -4.689
H -1.551 1.076 0.115
C -2.694 -0.603 0.839
C -2.901 0.864 2.745
O 0.312 3.687 2.687
C 0.998 -2.310 -5.291
H 2.586 2.815 1.447
C -1.101 -0.724 -0.944
C -1.966 0.460 5.645
H 1.947 6.480 1.993
C -1.374 -0.247 4.429
C 2.322 -4.172 -5.990
C 0.308 -2.073 -2.906
C 1.642 -2.999 -6.297
H -0.295 4.965 0.439
C 1.703 -3.967 -3.689
N 3.003 -4.888 -7.035
O -0.792 -4.072 -2.248
C -1.354 -2.090 -1.090
C 1.451 0.144 -3.359
C 1.237 4.447 1.869
H 0.447 -1.412 -5.524
C -2.067 -1.586 4.189
H -2.986 0.781 5.450
O -3.428 0.112 1.758
H 1.714 -4.342 -2.679
H -3.710 -2.422 1.333
H 1.894 0.816 -2.627
C -1.446 0.623 3.149
H -0.310 -0.429 4.615
H 2.878 -5.581 -4.484
H -3.137 -1.445 4.050
H 2.964 3.702 2.929
C -0.626 -2.875 -2.100
H 1.625 -2.651 -7.318
H 1.608 5.733 3.561
O -0.201 -0.077 -1.714
H -1.974 -0.219 6.494
H 1.359 5.210 -0.140
C 0.031 2.414 2.393
O 3.591 -5.906 -6.733
C 1.271 5.824 2.532
H -2.488 -3.749 -0.396
C -1.776 0.026 0.017
H 0.939 0.757 -4.100
C -2.972 -1.966 0.693
H 0.276 6.262 2.533
H 2.228 -0.432 -3.852
H -1.372 1.329 5.916
C 0.475 -0.749 -2.662
```

---

# B5CuF12H8

A structure of composition B5CuF12H8 (wB97M-V/def2-TZVPD, the OMol25 dataset).

The HOMO energy (spin up / spin down) is -5.39 / -5.34 eV. As for the energy: -2968.3543 Eh. As for the molecular weight: 353.65 g/mol. As for the net charge: -2. The multiplicity is 3. The expectation value of S² is 2.007. The value obtained for the lowest unoccupied orbital energy (spin up / spin down) is 5.1 / 0.5 eV. The orbital gap (spin up / spin down) is 10.460 / 5.829 eV.

```
26
B5CuF12H8 wB97M-V/def2-TZVPD
H -0.085 1.572 3.225
B -0.547 -1.458 -2.741
B 2.529 -0.625 0.406
F -1.970 -0.374 0.189
F -0.458 3.573 -0.025
H 2.171 -0.113 1.285
F -0.125 3.035 -2.240
H 3.588 -0.436 0.325
F -2.391 -1.409 2.147
B 0.047 1.031 2.301
H 2.317 -1.670 0.574
B -0.241 2.525 -0.923
F 0.895 1.872 -0.565
H 2.082 -0.208 -0.483
Cu 0.201 0.007 0.283
H 0.877 1.407 1.723
F 0.061 -0.749 -1.699
B -1.816 -1.479 0.904
F -0.478 -1.827 1.069
F -1.878 -1.767 -2.388
F 0.229 -2.560 -3.146
H 0.116 -0.032 2.471
F -0.567 -0.599 -3.802
F -2.523 -2.509 0.242
F -1.179 1.530 -0.890
H -0.856 1.262 1.757
```

---

# C32H62NO19S5

A cluster of 9 separate species, C32H62NO19S5 in total (wB97M-V/def2-TZVPD, the OMol25 dataset).

The HOMO energy is -11.39 eV. As for the energy: -4731.0203 Eh. As for the molecular weight: 925.17 g/mol. As for the net charge: +1. The value obtained for the lowest unoccupied orbital energy is -1.6 eV. The orbital gap is 9.792 eV.

```
119
C32H62NO19S5 wB97M-V/def2-TZVPD
H -0.893 -17.695 -7.807
O -2.675 -12.127 -14.110
O -3.527 -17.518 -8.201
O -4.161 -19.946 -11.888
H -3.182 -9.015 -10.581
H -7.541 -18.032 -5.296
C -1.298 -18.594 -7.289
C -6.029 -17.793 -3.695
H -4.304 -14.412 -10.301
O -7.867 -15.646 -5.981
H -4.374 -9.970 -9.840
H -7.044 -18.138 -3.259
H -1.078 -18.420 -6.304
H -6.799 -20.712 -15.054
N -4.027 -15.097 -9.653
H 1.316 -13.284 -5.617
C -8.216 -12.402 -11.864
C -1.651 -19.928 -9.037
O -1.063 -15.300 -5.393
H -7.582 -10.404 -11.460
O -2.864 -12.294 -9.445
C -2.691 -14.337 -13.262
H 0.974 -16.544 -3.810
H -5.141 -20.120 -15.265
H -1.269 -9.248 -6.970
C -1.524 -9.403 -7.997
C -3.492 -12.282 -13.176
O -5.458 -15.717 -6.384
O -8.767 -16.563 -9.051
H -9.698 -19.351 -8.738
C -6.248 -15.347 -3.947
C 0.028 -14.726 -4.546
H 1.893 -15.182 -3.511
O -7.170 -17.061 -10.759
H -8.939 -14.516 -11.263
H -2.891 -15.046 -9.482
H -4.522 -16.122 -9.734
O -3.679 -18.948 -6.139
H -3.133 -20.684 -8.099
H -0.586 -14.381 -3.750
C -7.506 -11.325 -11.082
H -0.139 -12.868 -15.366
H -0.009 -12.635 -4.696
C -1.002 -10.635 -8.592
H -9.212 -12.239 -12.008
S -6.583 -15.956 -5.544
H -6.508 -19.049 -15.350
O -3.470 -13.362 -12.529
H -1.890 -14.587 -12.703
S -2.179 -11.079 -9.902
C -7.232 -18.494 -8.690
C -6.123 -19.995 -14.795
H -5.755 -14.300 -3.947
H -7.183 -11.371 -8.775
S -8.015 -13.326 -9.475
H -3.230 -8.167 -8.126
S -3.015 -18.585 -7.438
H -7.405 -20.778 -8.325
H -8.593 -19.106 -11.559
C -7.908 -11.602 -9.565
H 1.686 -15.894 -5.277
H -3.933 -19.573 -9.210
C -2.986 -9.231 -8.384
H -3.157 -15.111 -13.741
H -3.686 -9.893 -7.701
H -5.630 -16.014 -2.157
H -5.791 -18.000 -6.003
H -1.268 -11.290 -7.614
C -9.048 -19.874 -9.515
C -2.138 -13.492 -14.484
H -4.411 -21.363 -13.030
H -0.311 -13.285 -13.679
O -1.459 -10.986 -11.180
C 0.258 -13.399 -5.231
C -4.277 -18.579 -12.267
H -0.020 -10.683 -8.999
C -1.256 -14.575 -6.515
H -0.882 -8.727 -8.275
C -5.476 -16.348 -3.213
S -8.039 -17.516 -9.818
H -7.387 -14.458 -11.493
C -5.977 -19.697 -13.349
O -9.189 -13.716 -8.868
H -4.277 -15.026 -8.592
C -5.147 -20.706 -12.513
H -6.154 -18.387 -8.421
O -5.228 -18.477 -13.251
O -3.668 -17.620 -11.717
H -6.799 -19.503 -12.574
H -7.895 -12.660 -12.936
H -8.811 -11.068 -9.311
H -4.487 -16.216 -3.562
H -1.553 -19.334 -9.724
C -0.647 -13.571 -14.541
C -0.792 -19.827 -7.827
O -6.640 -13.725 -9.074
C -6.483 -17.584 -5.130
H -6.385 -11.491 -11.272
H -1.676 -20.799 -9.568
C -8.145 -13.732 -11.147
H -6.710 -20.129 -9.809
H -5.765 -21.459 -11.849
C -3.045 -19.841 -8.562
C -7.588 -20.002 -9.123
C -3.269 -9.743 -9.712
C 1.200 -15.725 -4.299
C -9.075 -18.741 -10.610
O -0.541 -13.537 -6.514
H 0.353 -19.880 -8.065
H -2.532 -13.775 -15.216
H -7.209 -15.235 -3.608
O -4.338 -11.371 -13.135
H -0.247 -14.570 -14.825
O -1.917 -14.946 -7.453
H -5.379 -18.676 -3.579
H -9.652 -20.758 -9.936
H -0.939 -20.598 -6.979
H -9.942 -18.439 -10.739
H -7.743 -18.249 -7.775
```